# 1
76
Properties=species:S:1:pos:R:3:forces:R:3 method="wB97M-V/def2-TZVPD" fmax_ha_per_bohr=0.0940 orbital_gap_ha=0.3665
C -0.8544 -0.2863 0.7637 -0.476 0.431 0.791
C -2.1298 0.7041 1.0016 0.673 -0.092 -1.161
C -3.4681 -0.1109 1.3349 -0.496 0.510 -2.195
C -4.6839 0.4433 0.4094 0.263 0.066 0.884
C -4.4865 0.1277 -1.1433 -2.030 -0.232 0.350
O -4.1544 1.4048 -1.7887 2.243 -1.183 -1.746
C -3.5157 1.2032 -3.0333 -0.132 -0.943 -2.456
C -2.3789 2.2390 -3.5247 -0.329 0.121 0.001
O -3.8069 0.2772 -3.8203 0.632 2.439 3.064
O -3.9387 0.0098 2.7036 2.077 -0.742 0.597
C -2.8953 -0.1382 3.6586 2.050 2.661 2.158
O -2.3731 0.8881 4.1751 -2.278 -3.660 -2.184
C -2.3385 -1.5464 4.2012 -0.436 0.691 0.455
C -0.7508 -1.7441 3.9481 -0.202 -1.029 0.105
C -0.5727 -3.1936 3.2672 0.021 -0.355 0.870
C 0.9046 -3.8135 3.4194 -0.608 0.275 -1.169
C 1.6682 -3.8299 2.0026 1.059 -0.712 0.531
C 3.1698 -3.2302 2.1740 -0.505 0.006 -1.111
C 3.2805 -1.6861 1.7543 0.647 0.674 -0.030
C 4.0929 -0.7793 2.8208 -0.472 0.074 0.014
C 3.1000 -0.1229 3.8994 -0.255 -0.234 -0.524
C 2.2360 1.0938 3.2766 1.472 -0.670 0.473
O 1.2080 1.4135 4.2377 1.008 1.381 -0.508
C 1.0709 2.8535 4.3715 -0.453 0.444 -0.560
H 0.0526 0.1211 1.3194 -1.102 -0.575 -0.857
H -0.6080 -0.3845 -0.3428 -0.354 0.014 1.474
H -1.1041 -1.3039 1.2191 0.517 1.296 -0.821
H -1.8881 1.5398 1.7464 -0.550 -1.458 -0.821
H -2.2703 1.2377 -0.0140 -0.090 -0.764 1.665
H -3.3292 -1.2123 1.0082 -0.072 1.470 0.889
H -5.6540 -0.0040 0.8266 1.385 0.479 -0.790
H -4.7655 1.5833 0.5741 0.183 -1.784 -0.408
H -3.7519 -0.7096 -1.3784 -0.618 1.342 0.360
H -5.4918 -0.1936 -1.6120 1.575 0.322 0.878
H -2.0193 1.9267 -4.5702 -0.750 0.202 1.751
H -1.4647 2.2429 -2.8460 -1.354 -0.031 -0.648
H -2.7731 3.3095 -3.6176 0.410 -1.523 0.417
H -2.4581 -1.4902 5.3482 -0.068 0.108 -1.857
H -2.9728 -2.4317 3.8680 0.964 1.204 0.097
H -0.2096 -1.7834 4.9666 -0.937 0.126 -1.576
H -0.2691 -0.8912 3.3698 -0.792 -1.123 0.674
H -0.8916 -3.2204 2.1686 0.417 0.208 1.484
H -1.3053 -3.8956 3.8178 1.070 1.081 -0.809
H 0.8039 -4.8942 3.7655 0.271 1.508 -0.206
H 1.5275 -3.2106 4.1582 -0.947 -0.841 -0.790
H 1.0884 -3.3112 1.1586 0.880 -0.547 1.347
H 1.7837 -4.9358 1.6933 -0.247 1.711 0.327
H 3.8578 -3.8254 1.4667 -0.873 0.875 1.288
H 3.5150 -3.3724 3.2498 -0.413 0.098 -1.400
H 2.2482 -1.2010 1.5827 1.464 -0.894 0.310
H 3.8548 -1.5915 0.7578 -1.034 -0.301 1.423
H 4.6374 0.0655 2.2732 -0.684 -1.125 0.698
H 4.8967 -1.4181 3.3394 -1.217 0.941 -0.732
H 3.6815 0.2430 4.8186 -0.936 -0.387 -1.357
H 2.3554 -0.9183 4.2500 0.985 1.013 -0.370
H 2.9866 1.9509 3.1183 -1.220 -0.932 0.283
H 1.7994 0.8516 2.2506 0.438 0.168 1.325
H 0.6479 3.2618 3.3752 0.614 -0.361 1.573
H 0.3498 3.1006 5.2162 0.875 -0.597 -1.165
H 2.0696 3.3740 4.5893 -1.240 -0.855 -0.307
C -0.5330 1.7511 -7.0878 -0.067 -0.006 0.147
O 0.2032 1.5024 -5.8975 0.088 -0.035 -0.362
C 1.2424 0.5456 -6.0941 0.072 0.286 0.509
C 2.6048 1.2207 -6.1897 -0.066 -0.292 -0.533
O 2.7183 1.9886 -7.3868 -0.165 0.172 0.336
C 2.5755 3.3818 -7.1500 0.035 -0.080 -0.147
H -1.1858 2.6079 -6.9128 0.055 -0.057 0.082
H 0.1252 1.9793 -7.9286 0.017 -0.029 -0.008
H -1.1541 0.8825 -7.3286 -0.004 0.023 -0.108
H 1.0462 -0.0707 -6.9777 0.063 0.106 -0.009
H 1.2374 -0.1120 -5.2182 0.036 -0.018 -0.042
H 3.3781 0.4470 -6.2354 -0.029 -0.012 0.053
H 2.7991 1.8392 -5.3073 -0.110 -0.006 -0.030
H 3.4600 3.7650 -6.6321 -0.044 0.091 0.062
H 1.6794 3.6011 -6.5632 0.040 -0.011 0.030
H 2.4905 3.8843 -8.1148 0.054 -0.120 0.025

=====

# 2
85
Properties=species:S:1:pos:R:3:forces:R:3 method="wB97M-V/def2-TZVPD" relative_energy_kj_mol=0.00 total_charge=+1 fmax_ha_per_bohr=0.0383 orbital_gap_ha=0.2998
C 5.3816 1.7478 2.7885 -0.060 -0.126 -0.204
C 5.0162 0.5130 2.3875 0.066 0.386 0.739
C 3.8459 0.3245 1.5187 -0.797 -0.109 0.985
O 3.4939 1.1391 0.7129 -0.194 0.418 -0.443
O 3.2468 -0.8725 1.6611 0.388 -0.404 -0.213
C 2.4012 -1.2850 0.5774 -0.526 -0.595 -0.038
C 0.9196 -1.0326 0.8816 0.049 -0.120 0.142
C 0.0944 -2.3020 1.1771 0.038 -0.040 -0.095
C -0.6487 -2.2679 2.5101 -0.320 -0.204 -0.195
C -1.6910 -1.1157 2.5879 0.543 -0.402 0.265
C -3.0767 -1.7182 2.7554 0.097 -0.195 -0.766
S -4.3617 -0.4658 3.0953 -0.253 -0.117 0.738
B -3.9097 1.2661 2.2753 -0.330 1.308 -0.489
O -4.1336 2.2736 3.1642 0.660 -0.358 0.043
N -3.4797 1.4346 0.9673 0.702 -1.748 0.568
C -3.6228 0.3273 0.0144 -0.199 0.186 -0.489
C -2.1600 2.1241 0.8780 -0.342 0.955 -0.151
H 6.4080 2.1039 2.7637 0.172 -0.609 1.317
H 4.6433 2.4738 3.1201 -0.135 0.377 -1.328
H 5.5267 -0.3801 2.7379 0.769 0.079 -1.042
H 2.7050 -0.8505 -0.3715 0.093 0.269 0.196
H 2.5464 -2.3656 0.5003 0.167 0.085 0.060
H 0.4627 -0.5101 0.0414 0.038 0.159 0.104
H 0.8943 -0.3943 1.7699 -0.041 0.213 -0.173
H 0.7185 -3.2012 1.1635 0.084 0.119 0.022
H -0.6267 -2.4397 0.3666 -0.032 -0.022 0.054
H 0.0468 -2.2135 3.3500 0.001 0.073 -0.062
H -1.1764 -3.2243 2.6059 0.059 0.019 0.146
H -1.4251 -0.4768 3.4341 -0.203 0.193 -0.109
H -1.6259 -0.5567 1.6558 -0.108 0.235 0.173
H -3.3524 -2.2421 1.8381 -0.046 0.011 0.092
H -3.1113 -2.4293 3.5799 -0.129 0.195 0.100
H -5.4161 -0.8942 2.3915 0.003 -0.089 -0.236
H -3.4390 2.4690 3.8057 -0.236 0.099 0.141
H -3.2908 0.6589 -0.9693 -0.056 -0.005 0.057
H -3.0270 -0.5551 0.2533 0.071 0.057 0.040
H -4.6696 0.0372 -0.0973 0.002 0.066 0.130
H -2.2787 3.1919 1.0546 -0.029 -0.153 -0.068
H -1.7542 1.9898 -0.1219 -0.019 -0.057 0.030
H -1.4453 1.7631 1.6201 0.017 -0.152 -0.145
C 5.3351 -4.3512 -2.2547 -0.052 -0.014 -0.093
C 5.3742 -3.6850 -3.6367 -0.027 0.011 0.064
C 3.9253 -3.5608 -4.1250 0.216 -0.004 -0.114
S 2.9086 -3.4381 -2.6458 0.317 0.040 -0.041
O 2.0571 -4.6005 -2.5620 -0.153 0.057 0.016
O 2.3409 -2.1142 -2.5516 -0.223 -0.083 0.005
C 4.2477 -3.6243 -1.4697 0.189 -0.054 0.033
H 6.2958 -4.2895 -1.7471 0.006 -0.002 0.005
H 5.0760 -5.4067 -2.3575 -0.004 -0.008 0.030
H 5.8220 -2.6935 -3.5527 -0.014 0.012 0.014
H 5.9736 -4.2558 -4.3430 0.001 0.000 -0.012
H 3.7587 -2.6726 -4.7289 -0.100 0.000 0.013
H 3.6009 -4.4461 -4.6683 -0.071 -0.020 0.060
H 3.8863 -4.1732 -0.6034 -0.097 0.020 -0.022
H 4.5669 -2.6242 -1.1764 -0.031 0.019 -0.008
C -2.0987 7.9114 2.4877 0.089 -0.032 -0.003
C -0.8042 8.4010 1.8242 -0.055 -0.046 -0.019
C 0.0089 7.1597 1.4340 0.062 0.240 0.010
S -1.1891 5.8501 1.1453 -0.025 0.326 0.090
O -1.0004 4.8199 2.1448 -0.017 -0.049 -0.033
O -1.2342 5.5027 -0.2507 0.008 -0.208 0.028
C -2.6384 6.8058 1.5857 -0.070 0.164 0.120
H -2.8236 8.7144 2.6060 -0.004 0.007 0.003
H -1.8785 7.5084 3.4784 -0.027 -0.010 0.008
H -1.0476 8.9782 0.9309 -0.010 -0.011 -0.013
H -0.2313 9.0479 2.4855 0.014 0.004 -0.002
H 0.5840 7.3016 0.5228 0.018 -0.103 -0.017
H 0.6633 6.8294 2.2379 -0.038 -0.091 0.003
H -3.3616 6.1533 2.0698 0.037 -0.090 -0.057
H -3.0535 7.2069 0.6617 0.014 -0.025 -0.028
C -1.0537 -3.7224 -3.7872 -0.091 0.010 0.118
C -2.4922 -4.1491 -3.4612 0.041 0.042 -0.043
C -3.0447 -3.1403 -2.4458 -0.044 -0.237 -0.080
S -2.1754 -1.5947 -2.7645 0.054 -0.143 -0.189
O -1.3745 -1.2652 -1.6046 -0.105 0.047 0.096
O -3.0948 -0.6186 -3.2927 -0.013 0.119 0.154
C -1.1075 -2.2199 -4.0477 0.147 -0.152 -0.135
H -0.6582 -4.2569 -4.6486 0.014 -0.008 -0.001
H -0.3990 -3.9295 -2.9403 0.072 0.000 -0.016
H -3.0996 -4.1278 -4.3675 -0.005 0.024 -0.004
H -2.5320 -5.1619 -3.0646 -0.005 -0.005 0.005
H -4.1113 -2.9637 -2.5623 0.004 0.092 0.042
H -2.8247 -3.4356 -1.4207 0.069 0.068 0.010
H -0.1416 -1.7231 -3.9776 -0.029 0.060 0.095
H -1.5842 -1.9912 -5.0008 -0.033 0.042 0.017